(1)
58
Properties=species:S:1:pos:R:3:forces:R:3 method="wB97M-V/def2-TZVPD" gap_ev=3.399 e_homo_ev=-3.57 lumo_energy_ev=-0.170 total_charge=-1
Br -2.0835 3.1211 -5.0706 -0.9 -0.7 0.6
Br -4.6850 -0.5094 -3.4748 0.9 0.4 -0.7
Br 4.9399 0.4582 -1.0028 -1.9 -0.8 0.9
Br 1.6410 3.9186 3.7859 -2.4 1.3 2.3
S 1.7895 -3.3921 4.4789 0.7 4.1 -1.1
S 4.2978 0.6629 2.5000 4.7 -4.0 3.6
F 5.0170 2.8800 1.1379 -1.3 -1.0 2.6
F 4.4758 3.1221 4.7933 2.3 -0.1 -3.3
F 2.9525 3.0095 2.1305 5.4 -2.8 -1.4
F 5.0142 4.6866 3.2452 0.2 -3.5 0.6
F -3.2472 2.2132 -2.7074 -0.3 -0.6 -3.3
F -3.4775 0.2529 -5.8567 0.7 0.2 2.4
F 6.4452 2.9491 3.4999 -3.3 0.4 0.5
F -4.7276 2.4640 -4.4286 3.0 -1.1 0.5
O 4.0829 0.3215 3.9554 -1.1 1.4 -3.9
O 5.6957 0.1696 2.1542 -4.0 1.8 -0.5
O 3.5741 -1.3570 -3.2875 -3.7 0.8 2.0
O -0.6298 -3.4154 -1.2681 2.0 3.6 -0.8
N 1.3929 -0.6999 3.3947 3.6 -5.1 0.1
C -4.2948 -1.2058 -0.0244 2.1 1.5 2.6
C 1.7578 -0.7891 1.9465 0.5 0.1 -2.8
C -1.5351 -1.5302 -3.6575 0.8 -0.3 1.2
C 1.8397 -1.8138 3.9252 -3.3 0.5 -0.8
C 3.0821 -0.1755 1.3665 -3.6 -1.6 -2.3
C -3.6485 0.7531 1.6381 0.2 -3.0 -1.6
C 1.0930 -1.0485 -3.5358 -2.0 -1.4 2.4
C -0.0783 -1.6253 -2.9451 1.7 0.9 -1.1
C 5.0686 3.2843 3.5363 -0.2 2.3 1.0
C -2.9936 -1.9560 0.3566 -0.8 2.7 1.0
C -1.9460 -1.3771 1.3766 -3.6 1.9 -1.4
C 3.2995 -0.3203 -0.1821 -1.7 -1.0 0.6
C 4.2935 2.5145 2.3363 -1.3 2.8 -2.7
C 0.7102 -1.5498 1.0478 2.5 1.2 -1.4
C -0.6074 -2.1836 1.6976 -0.5 0.0 -0.3
C -3.4090 2.0010 -4.1237 -1.7 0.4 1.5
C 0.0032 -2.3639 -1.5092 -0.2 -1.0 0.2
C 2.3028 -1.0342 -1.1178 -0.7 0.3 3.3
C -1.7538 0.0231 -4.0005 0.5 -1.1 -1.0
C 2.4813 -1.1564 -2.7176 1.1 -0.3 -0.8
C -3.2350 0.4143 -4.4556 0.4 1.6 0.0
C -4.6584 0.1581 0.6237 3.6 -2.3 0.7
C -1.3834 0.7082 3.1146 -1.5 -0.5 -0.3
C -2.3211 0.0053 2.0240 -1.6 -0.9 -1.6
C 1.0044 -1.6492 -0.4627 1.6 1.3 1.2
H -2.8334 -2.9748 -0.1528 -0.1 1.8 1.0
H 1.0150 -0.5268 -4.5499 0.5 -1.0 1.6
H -2.2700 -1.9436 -2.8765 0.9 0.9 -1.2
H -1.0641 0.2536 -4.9003 -1.3 -0.2 1.3
H -1.0443 -0.0748 3.8795 -0.2 1.2 -1.3
H -2.0548 1.4398 3.7050 1.3 -0.9 -1.1
H -5.6465 0.6427 0.3201 1.7 -0.5 0.6
H -1.6215 -2.2140 -4.5695 0.3 1.1 1.2
H -1.3456 0.6376 -3.1295 -1.1 -0.7 -1.1
H -5.0093 -1.6616 -0.7844 1.2 0.6 1.3
H -0.5232 1.2547 2.5996 -1.1 -0.7 1.0
H -0.5424 -2.2889 2.8388 0.3 0.3 -1.8
H -3.8953 1.7642 2.1248 0.6 -1.8 -0.8
H -0.7043 -3.2465 1.2576 0.1 1.8 0.7

=====

(2)
51
Properties=species:S:1:pos:R:3:forces:R:3 method="wB97M-V/def2-TZVPD" gap_ev=7.014 e_homo_ev=-5.00 e_above_lowest_ev=1.7142 lumo_energy_ev=2.016 total_charge=-1
I 0.7909 -6.6186 -3.6706 0.1 0.4 0.2
I 4.1551 -2.3691 -1.0013 -0.3 -0.3 -0.3
Sr -0.0670 -1.1717 0.2524 -2.3 1.4 3.7
S -1.2091 3.7202 8.0279 -0.2 0.1 -0.3
S -0.1229 -3.8804 0.7748 -0.6 -1.4 -1.0
F 0.6671 -6.4923 4.2516 0.2 0.1 0.4
F -0.8348 -6.0833 2.7879 -0.1 0.2 0.0
F 1.2242 -6.3047 2.1920 0.2 0.1 -0.1
O 1.4173 -0.9369 -1.1847 2.2 1.1 -2.0
O 0.4962 3.2079 9.8819 0.2 0.0 0.3
N -1.0801 -1.8038 -1.7833 -1.2 0.2 -1.2
N 0.6269 -2.0687 2.4790 0.2 -0.4 0.4
C -0.2010 -3.8992 -2.6029 0.0 0.3 0.1
C -0.4361 3.8222 5.3940 0.0 -0.1 0.0
C -1.8823 1.9840 5.9927 0.0 0.1 -0.1
C -1.5168 -4.2988 -2.8985 -0.3 0.1 -0.1
C 0.9396 -4.6957 -2.7743 0.2 -0.7 -0.3
C -0.0386 -2.5988 -2.0403 0.4 -0.9 -0.9
C -0.6667 0.8796 1.4699 -0.2 0.5 -0.5
C -1.7772 1.4935 4.7092 0.0 0.0 0.1
C -0.9666 2.1336 3.7634 0.1 -0.2 -0.1
C 0.6433 -4.3049 3.3461 0.0 0.2 0.0
C 0.2102 2.9213 8.7513 -0.2 0.0 -0.3
C 2.1732 -4.2691 -2.3505 -0.1 -0.3 -0.1
C -0.7953 1.5160 2.4968 -0.1 0.6 0.7
C -2.2931 -2.2149 -2.0493 -0.2 0.2 0.0
C -0.3101 3.3153 4.1162 -0.1 0.0 0.0
C -2.5642 -3.4611 -2.6241 0.2 -0.2 -0.1
C 2.3042 -3.0149 -1.7850 0.6 0.5 0.2
C -1.1892 3.1377 6.3371 -0.1 0.4 0.6
C 1.2586 -2.1004 -1.6565 1.2 -1.0 -1.4
C 1.0230 -3.8317 4.5804 0.0 0.1 -0.1
C 0.9684 1.9427 7.9032 0.2 -0.3 0.1
C 0.9995 -1.6356 3.6682 0.1 0.1 0.5
C 0.4210 -3.3878 2.2781 0.2 -0.3 1.1
C 0.4295 -5.7677 3.1318 -0.3 -0.6 -0.2
C 1.2025 -2.4635 4.7586 0.0 0.0 0.0
H -3.5816 -3.7540 -2.8298 -0.1 0.0 0.0
H -2.4726 1.4687 6.7361 -0.1 0.0 0.1
H -1.6882 -5.2764 -3.3313 0.0 0.0 0.0
H 3.0426 -4.9044 -2.4355 0.0 -0.1 0.0
H -3.0961 -1.5270 -1.8048 0.0 0.0 0.0
H 1.8452 2.4477 7.5001 0.1 0.0 0.0
H 0.3150 3.8111 3.3893 0.0 0.0 -0.1
H 0.3844 1.5538 7.0741 0.1 0.0 0.1
H 1.4901 -2.0615 5.7152 0.1 0.1 0.1
H 0.0677 4.7352 5.6744 0.1 0.1 0.1
H 1.1140 -0.5599 3.7440 0.0 0.1 0.1
H -2.2891 0.5898 4.4169 0.0 -0.1 0.0
H 1.3040 1.1263 8.5395 0.1 0.0 0.1
H 1.1793 -4.5205 5.3983 0.0 0.0 0.0

=====

(3)
51
Properties=species:S:1:pos:R:3:forces:R:3 method="wB97M-V/def2-TZVPD" gap_ev="4.981 / 7.151" e_homo_ev="-2.57 / -4.77" spin_multiplicity=6 e_above_lowest_ev=0.0000 lumo_energy_ev="2.407 / 2.379" s2=8.880 total_charge=-1
Br 4.8126 4.9237 0.8217 0.0 0.0 0.0
Mn -0.8213 0.4252 -0.0049 0.4 0.4 -0.7
S -1.4941 1.4163 -4.3726 0.0 0.0 -0.1
O -2.4998 0.3424 0.9199 -0.3 -0.4 0.5
O 0.3076 0.9855 1.4898 -0.1 -0.1 0.2
O -3.8883 1.9321 0.7127 0.0 0.0 0.0
N -0.6980 2.7913 -0.7347 0.1 -0.1 0.1
N -0.7954 -1.9320 -0.3106 -0.2 0.0 0.0
N 0.9621 -0.0659 -0.8940 0.1 0.0 0.2
N -3.6711 0.8466 1.1831 0.2 0.2 -0.2
C 0.7235 -3.5231 -3.2829 -0.1 0.0 0.1
C 1.6729 -2.5762 -3.5527 0.0 0.1 0.0
C -0.6169 2.7775 -2.0702 -0.1 -0.1 -0.1
C 3.1711 2.7368 0.0272 0.0 0.0 0.0
C -2.1602 -0.1433 -4.1340 0.0 0.0 0.0
C -1.1677 -4.2292 -1.8123 0.0 0.0 -0.1
C 0.2454 4.9815 -0.6974 -0.1 0.0 0.0
C 1.6859 2.6682 2.3614 0.0 0.0 0.0
C -0.0142 -2.1680 -1.3910 0.0 0.1 0.1
C -1.5518 0.4710 -1.9595 0.1 -0.1 0.1
C -0.1444 -3.3277 -2.1761 0.0 -0.1 -0.1
C 0.9592 -1.1568 -1.7136 0.0 0.0 0.0
C -0.2935 3.8687 -0.0728 0.0 0.0 0.0
C 0.3663 4.9549 -2.0794 0.0 0.0 0.0
C -1.7320 -2.7912 0.0086 0.0 -0.1 0.0
C 2.7141 3.5886 2.2339 0.0 0.0 0.0
C 1.8099 -1.4062 -2.7816 0.0 -0.1 -0.1
C 2.1446 1.7774 0.1489 0.1 0.0 -0.1
C -1.1743 1.5686 -2.6804 0.0 0.2 0.1
C -0.0769 3.8486 -2.7802 0.0 0.0 0.0
C 3.4358 3.6201 1.0452 0.0 0.0 0.0
C 1.9619 0.8323 -0.8961 0.0 0.0 0.0
C -1.9623 -3.9676 -0.7305 0.0 0.1 0.1
C 1.3453 1.7730 1.3374 -0.1 0.0 0.0
C -2.1306 -0.5096 -2.8213 -0.1 0.1 0.0
H 3.7501 2.7715 -0.8876 0.0 0.0 0.0
H 0.8058 5.7924 -2.6075 0.0 0.0 0.0
H -2.5413 -0.7020 -4.9742 0.0 0.0 0.0
H -2.3343 -2.5435 0.8755 0.0 0.0 0.0
H -2.5212 -1.4591 -2.4780 0.0 0.0 0.0
H 2.9496 4.2717 3.0387 0.0 0.0 0.0
H -1.3226 -5.1193 -2.4122 0.0 0.0 0.0
H 2.7108 0.8146 -1.6828 -0.1 0.1 -0.1
H 0.6195 -4.4095 -3.8958 0.0 0.0 0.0
H 0.5705 5.8311 -0.1137 0.0 0.0 0.0
H -0.0055 3.8032 -3.8591 0.0 0.0 0.0
H 2.3385 -2.7177 -4.3966 0.0 0.0 0.0
H -2.7597 -4.6381 -0.4398 0.0 0.0 0.0
H -0.3975 3.8268 1.0037 0.0 0.0 0.0
H 2.5665 -0.6850 -3.0544 0.0 0.0 0.0
H 1.0910 2.6324 3.2660 0.0 0.0 0.0